one) An isolated molecule of C4H3NO, computed with ωB97M-V with the def2-TZVPD basis set.

SMILES: C=C(C#N)C=O
E_HOMO (eV): -10.43
Net charge: 0

Each line ends with the Mulliken charge.
CARTESIAN COORDINATES (ANGSTROEM)
C -0.41600 1.86384 -0.18794  -0.740
C -0.06554 0.50775 0.29460  0.307
C 1.44478 0.12007 0.12820  -0.022
C -1.14060 -0.38598 0.08381  0.275
H -1.46420 2.23951 -0.13130  0.263
H 0.04820 2.74896 -0.24792  0.381
H 2.30341 0.80724 0.24733  0.352
N -1.75868 -1.34372 -0.04896  -0.354
O 1.56094 -1.12797 -0.17968  -0.461



two) A structure of composition C4H3NO, computed with ωB97M-V with the def2-TZVPD basis set.

E_HOMO (eV): -10.44
Net charge: 0

Each line ends with the Mulliken charge.
CARTESIAN COORDINATES (ANGSTROEM)
C -2.14469 2.37889 -0.09759  -0.493
C -1.26019 1.42930 -0.48792  0.645
C -0.01924 -0.08405 -0.20450  0.842
C 0.95014 -1.02361 0.26606  -0.962
N -0.46389 0.32586 -1.31838  -0.585
O -0.69552 0.71439 0.65261  -0.336
H 1.28975 -1.78170 -0.46056  0.322
H 0.61467 -1.58167 1.17088  0.298
H 1.72897 -0.37741 0.47940  0.269



three) An isolated molecule of C4H3NO, computed with ωB97M-V with the def2-TZVPD basis set.

E_HOMO (eV): -9.85
Net charge: 0

Each line ends with the Mulliken charge.
CARTESIAN COORDINATES (ANGSTROEM)
C 0.07299 -0.20240 0.26247  0.145
C -1.33181 1.29823 0.10880  -0.070
C -0.96495 -0.86551 0.27394  0.152
C 1.50615 -0.04293 -0.07433  -0.783
N -2.35744 0.65147 -0.02432  -0.089
O -2.25946 -0.71268 -0.03634  -0.184
H 1.82993 -1.00063 0.10610  0.316
H 1.60905 0.15936 -1.24083  0.236
H 1.89555 0.71509 0.62451  0.277



Stability, lowest: three)



one) A cluster of 5 separate species, H10O5 in total, computed with ωB97M-V with the def2-TZVPD basis set.

SMILES: O.O.O.O.O
E_HOMO (eV): -9.82
Net charge: 0

Each line ends with the Mulliken charge.
CARTESIAN COORDINATES (ANGSTROEM)
O -0.42188 -2.05297 1.99146  -0.610
H -0.67333 -1.54714 1.21870  0.337
H 0.53363 -2.09334 1.95138  0.305
O -0.18615 0.11440 0.00720  -0.744
H 0.14701 -0.59657 -0.54031  0.450
H 0.14835 0.91122 -0.40439  0.195
O 0.45322 -1.47822 -1.54363  -0.676
H 0.73634 -2.17999 -0.95746  0.355
H -0.20326 -1.88692 -2.10774  0.342
O -0.52796 2.91100 -1.96983  -0.626
H 0.34402 2.71114 -2.31032  0.322
H -0.42661 2.88178 -1.01846  0.324
O -0.26756 0.78133 2.15234  -0.673
H 0.47456 1.38137 2.07866  0.235
H -0.13042 0.14295 1.45241  0.463



two) A cluster of 5 separate species, H10O5 in total, computed with ωB97M-V with the def2-TZVPD basis set.

SMILES: O.O.O.O.O
E_HOMO (eV): -10.54
Net charge: 0

Each line ends with the Mulliken charge.
CARTESIAN COORDINATES (ANGSTROEM)
O -25.36419 -15.20846 9.54457  -0.655
H -25.68409 -16.07796 9.30401  0.306
H -24.70304 -15.37349 10.21678  0.310
O -26.81035 -12.80080 9.77975  -0.684
H -26.77413 -12.92515 10.72815  0.281
H -26.43383 -13.60303 9.41797  0.387
O -25.91447 -9.91136 12.71726  -0.626
H -25.02529 -9.62763 12.50493  0.320
H -25.93168 -10.84006 12.48607  0.304
O -23.22727 -13.62774 7.55511  -0.625
H -23.89169 -14.12942 8.02744  0.324
H -22.59030 -14.28256 7.26927  0.313
O -28.93572 -11.03839 8.96730  -0.628
H -28.81095 -10.43525 9.70003  0.295
H -28.42234 -11.81126 9.20256  0.380



Stability, lowest: one)



one) A cluster of 5 separate species, H10O5 in total, computed with ωB97M-V with the def2-TZVPD basis set.

SMILES: O.O.O.O.O
E_HOMO (eV): -10.29
Net charge: 0

Each line ends with the Mulliken charge.
CARTESIAN COORDINATES (ANGSTROEM)
H 0.47179 0.38809 1.20884  0.318
H -0.55261 0.07201 0.13146  0.327
H -4.70529 -1.96021 -0.74731  0.312
H -3.99042 -2.13892 0.58200  0.316
H 3.86341 0.62114 -0.17128  0.359
H 2.45770 0.20557 0.23038  0.331
H -1.87907 3.28471 -0.66466  0.308
H -1.45530 2.29336 0.40664  0.341
H 2.67420 -1.00692 -0.79397  0.368
H 3.44415 -2.13445 -0.12623  0.254
O -0.47592 0.40210 1.03376  -0.642
O -3.84829 -1.83952 -0.32307  -0.626
O 2.95061 0.63047 -0.48061  -0.683
O -2.09177 2.41541 -0.30681  -0.637
O 3.13682 -1.23284 0.02085  -0.646



two) A structure of composition H10O5, computed with ωB97M-V with the def2-TZVPD basis set.

E_HOMO (eV): -9.12
Net charge: 0

Each line ends with the Mulliken charge.
CARTESIAN COORDINATES (ANGSTROEM)
O 0.01668 -1.22336 -2.40513  -0.696
H 0.80086 -1.19930 -2.95347  0.261
H 0.31904 -0.94250 -1.54146  0.455
O 0.80953 -1.99163 0.46672  -0.696
H -0.13967 -2.11490 0.47381  0.282
H 0.92993 -1.06786 0.24678  0.350
O 1.03884 1.43880 1.36481  -0.642
H 1.17197 1.11907 2.25717  0.306
H 0.72106 2.33486 1.47586  0.309
O 0.05904 -0.01630 -0.57435  -0.739
H -0.84276 0.22225 -0.35961  0.313
H 0.59338 0.48986 0.03762  0.443
O -1.55535 1.11166 0.25286  -0.631
H -2.48107 0.94098 0.07934  0.337
H -1.44147 0.89837 1.17903  0.350



Stability, lowest: two)



one) A structure of composition H10O5, computed with ωB97M-V with the def2-TZVPD basis set.

E_HOMO (eV): -10.22
Net charge: 0

Each line ends with the Mulliken charge.
CARTESIAN COORDINATES (ANGSTROEM)
O 0.57679 -0.33542 -1.64378  -0.688
H 1.45795 -0.39012 -1.27392  0.301
H 0.68257 0.18547 -2.43984  0.300
O -1.38072 0.33548 -1.84041  -0.689
H -1.02941 0.23216 -2.72480  0.295
H -0.85278 -0.25417 -1.30206  0.445
O 1.29195 0.30931 2.40703  -0.707
H 0.57133 0.32224 3.03692  0.325
H 0.95712 -0.20109 1.66972  0.495
O 0.25101 0.32613 0.43245  -0.785
H -0.04584 0.68378 -0.40433  0.462
H 0.73509 1.04332 0.84176  0.321
O -1.44883 -0.67880 1.15053  -0.777
H -1.00789 -1.52839 1.14978  0.266
H -0.75834 -0.04988 0.94096  0.438



two) A structure of composition H10O5, computed with ωB97M-V with the def2-TZVPD basis set.

E_HOMO (eV): -10.54
Net charge: 0

Each line ends with the Mulliken charge.
CARTESIAN COORDINATES (ANGSTROEM)
O 2.56662 0.52425 -1.34015  -0.888
H 1.63381 0.50618 -0.19306  0.474
H 3.32208 0.20510 -1.81199  0.267
O 0.77714 0.47388 0.39614  -0.546
H 0.11540 -0.29782 -0.07530  0.378
H 0.32818 1.22701 -0.02683  0.427
O -0.79065 -0.92704 -0.89878  -0.969
H 0.13829 -0.30026 -1.79973  0.383
O 0.51950 0.34199 -2.54087  -0.596
H 1.65322 0.37127 -2.13861  0.426
H 0.42272 -0.16850 -3.35417  0.373
H -0.71260 -1.70944 -0.34670  0.270
O -3.30244 0.17746 4.96755  -0.638
H -2.71092 0.09433 4.22628  0.317
H -3.96035 -0.51844 4.93625  0.321



three) A cluster of 5 separate species, H10O5 in total, computed with ωB97M-V with the def2-TZVPD basis set.

SMILES: O.O.O.O.O
E_HOMO (eV): -11.09
Net charge: 0

Each line ends with the Mulliken charge.
CARTESIAN COORDINATES (ANGSTROEM)
H 1.30006 1.13410 0.04944  0.400
H 0.97468 2.57982 0.46439  0.319
H 1.52845 -0.93570 -0.45736  0.369
H 2.62256 -0.73565 0.52789  0.332
H -0.71306 -2.54977 -0.42155  0.282
H -0.54205 -1.26464 0.51305  0.471
H -1.82842 0.10155 0.52802  0.449
H -0.69372 0.47652 1.51369  0.355
H -1.13336 -0.21653 -1.42920  0.378
H -1.02278 1.27817 -0.98160  0.392
O 0.52846 1.74168 0.13207  -0.691
O 2.24686 -0.31416 -0.25067  -0.738
O -0.18763 -1.68835 -0.31274  -0.766
O -1.38125 -0.20805 1.37233  -0.782
O -1.69879 0.60102 -1.24775  -0.770



four) A cluster of 5 separate species, H10O5 in total, computed with ωB97M-V with the def2-TZVPD basis set.

SMILES: O.O.O.O.O
E_HOMO (eV): -11.02
Net charge: 0

Each line ends with the Mulliken charge.
CARTESIAN COORDINATES (ANGSTROEM)
O -1.60074 -1.87611 2.14157  -0.638
H -0.64038 -1.88633 2.11962  0.281
H -1.84694 -1.19510 1.49272  0.367
O -1.01400 0.29160 0.22492  -0.674
H -0.50979 1.05105 0.54772  0.344
H -0.35776 -0.27797 -0.21514  0.338
O -0.94507 1.54512 -2.79463  -0.628
H -1.34169 1.28527 -1.94921  0.337
H -1.58424 2.14437 -3.19490  0.308
O 1.87051 1.43180 1.96946  -0.642
H 1.69608 0.59810 2.42280  0.325
H 2.09657 1.17937 1.06698  0.306
O 1.05202 -1.30320 -1.13415  -0.626
H 1.35817 -2.21577 -1.19240  0.293
H 1.76723 -0.77221 -1.50536  0.309



Stability, lowest: one)



one) A cluster of 5 separate species, H10O5 in total, computed with ωB97M-V with the def2-TZVPD basis set.

SMILES: O.O.O.O.O
E_HOMO (eV): -10.96
Net charge: 0

Each line ends with the Mulliken charge.
CARTESIAN COORDINATES (ANGSTROEM)
O 1.28823 1.11822 -1.11399  -0.784
H 1.58310 0.77299 -1.96585  0.312
H 2.01955 0.93123 -0.50813  0.344
O 0.71287 3.42389 0.05986  -0.673
H 0.73264 2.56214 -0.41886  0.440
H 1.48984 3.41422 0.62572  0.279
O 2.03093 -2.38594 0.69620  -0.631
H 1.28458 -1.83662 0.40497  0.380
H 2.07383 -3.09929 0.05299  0.315
O -0.34733 -0.96597 0.08381  -0.710
H -1.29974 -0.81873 0.08669  0.330
H 0.02546 -0.18217 -0.35003  0.398
O -3.71961 -1.33375 0.69924  -0.653
H -3.99610 -0.99551 1.55784  0.328
H -3.87824 -0.60469 0.08953  0.325



two) A cluster of 5 separate species, H10O5 in total, computed with ωB97M-V with the def2-TZVPD basis set.

SMILES: O.O.O.O.O
E_HOMO (eV): -11.74
Net charge: 0

Each line ends with the Mulliken charge.
CARTESIAN COORDINATES (ANGSTROEM)
H 0.61896 -0.90910 -0.22874  0.273
H -0.28322 0.18963 -0.76624  0.316
H 0.24383 -4.20347 1.44696  0.326
H -1.20878 -3.75784 1.48429  0.322
H -1.82626 2.26708 1.60127  0.328
H -2.21914 3.43475 0.71119  0.307
H 2.12648 -1.47072 -0.31699  0.283
H 3.24287 -2.39819 0.13415  0.325
H -0.45707 3.80743 -2.13101  0.314
H 0.14869 2.42867 -2.33620  0.314
O 0.28187 -0.03123 -0.01731  -0.597
O -0.59971 -4.32351 0.99639  -0.649
O -2.59058 2.77661 1.30942  -0.637
O 2.68555 -1.67427 0.44129  -0.598
O 0.17458 3.32887 -2.67963  -0.626



Stability, lowest: two)



one) A cluster of 5 separate species, H10O5 in total, computed with ωB97M-V with the def2-TZVPD basis set.

SMILES: O.O.O.O.O
E_HOMO (eV): -10.75
Net charge: 0

Each line ends with the Mulliken charge.
CARTESIAN COORDINATES (ANGSTROEM)
O -20.46681 12.97388 4.04808  -0.642
H -20.52434 13.85178 3.65141  0.319
H -19.83490 13.07166 4.76944  0.322
O -22.28340 14.87749 -0.38730  -0.658
H -21.98193 14.33981 0.36569  0.335
H -23.11588 15.27128 -0.10525  0.311
O -19.61950 15.31000 -1.61291  -0.650
H -20.05888 15.87284 -2.25672  0.299
H -20.31076 15.11536 -0.95960  0.379
O -19.85009 9.73100 1.16855  -0.616
H -19.42779 8.99628 0.70903  0.310
H -19.39233 9.78499 2.01611  0.314
O -20.60171 12.89537 0.63956  -0.612
H -20.26530 12.38513 1.38750  0.292
H -20.00656 12.68514 -0.09078  0.296



two) A cluster of 5 separate species, H10O5 in total, computed with ωB97M-V with the def2-TZVPD basis set.

SMILES: O.O.O.O.O
E_HOMO (eV): -10.66
Net charge: 0

Each line ends with the Mulliken charge.
CARTESIAN COORDINATES (ANGSTROEM)
O 0.54780 0.55927 2.48427  -0.576
H 1.22180 1.08127 2.83727  0.276
H -0.07520 0.44627 3.12627  0.268
O -0.40620 2.26227 -2.03373  -0.612
H -1.12020 2.72427 -2.13573  0.263
H 0.25780 2.96127 -1.69373  0.334
O -1.84520 -2.24573 -0.50573  -0.638
H -1.54720 -2.65573 0.30827  0.288
H -1.43720 -1.44273 -0.66973  0.361
O -0.25420 0.06927 -0.11473  -0.664
H -0.05220 0.54327 0.53327  0.265
H -0.20120 0.55627 -0.96573  0.408
O 1.98980 -1.51673 -0.40473  -0.612
H 1.27580 -1.06173 -0.03973  0.351
H 1.64580 -2.28073 -0.72573  0.287



three) A cluster of 5 separate species, H10O5 in total, computed with ωB97M-V with the def2-TZVPD basis set.

SMILES: O.O.O.O.O
E_HOMO (eV): -10.61
Net charge: 0

Each line ends with the Mulliken charge.
CARTESIAN COORDINATES (ANGSTROEM)
O -2.54768 -1.73949 -0.25286  -0.649
H -2.04944 -2.55615 -0.17132  0.310
H -1.88986 -1.03906 -0.21112  0.350
O 1.54540 3.07718 -1.14668  -0.639
H 0.93090 2.33696 -1.06589  0.380
H 2.40004 2.68052 -0.96420  0.286
O 0.52706 0.45800 -0.64878  -0.666
H 0.96678 -0.37100 -0.42208  0.361
H -0.26897 0.46912 -0.10784  0.325
O -1.91209 0.62334 1.17712  -0.681
H -2.06749 1.56386 1.05181  0.317
H -2.77191 0.25012 1.39323  0.332
O 2.02971 -1.89062 0.28515  -0.678
H 2.87402 -2.07401 -0.13537  0.320
H 2.23354 -1.78877 1.21880  0.329



four) A structure of composition H10O5, computed with ωB97M-V with the def2-TZVPD basis set.

E_HOMO (eV): -10.63
Net charge: 0

Each line ends with the Mulliken charge.
CARTESIAN COORDINATES (ANGSTROEM)
O -0.05608 -2.79164 0.28430  -0.689
H -0.93741 -2.54151 0.56163  0.302
H 0.35347 -1.96923 0.01571  0.457
O 0.22857 0.74214 -1.76072  -0.773
H 0.36841 1.68286 -1.65235  0.230
H -0.20301 0.46886 -0.95122  0.546
O -0.37938 0.46895 0.26394  -0.736
H -0.00889 -0.36122 0.56361  0.345
H -0.29070 1.05620 1.01460  0.298
O -1.65292 2.32397 -0.15657  -0.665
H -1.02134 2.35936 -0.87497  0.263
H -1.45480 1.50468 0.29701  0.470
O 1.31741 -1.07836 0.70775  -0.642
H 1.93301 -1.56284 1.25778  0.280
H 1.80366 -0.30223 0.42950  0.315



Stability, lowest: four)